Entry from the Open Molecules 2025 dataset: a gas-phase ion, C12H13N2O (charge +1) (ωB97M-V with the def2-TZVPD basis set).

```
28
Properties=species:S:1:pos:R:3:lowdin_charge:R:1
C 3.8588 1.4843 -1.8992 -0.017
C 3.1385 0.8057 -2.9191 -0.020
C 3.3114 1.6101 -0.6553 -0.005
C 1.8316 0.4970 -2.7381 0.010
C 1.9777 1.3208 -0.3456 -0.208
C 1.1598 0.8836 -1.5410 -0.260
C -0.9880 -2.5723 1.0831 -0.007
C -2.0747 -1.9150 1.3218 -0.064
C 0.1294 0.9345 1.0347 -0.078
C 0.1786 -1.6318 1.1483 -0.094
C -0.4171 -0.2824 1.1088 -0.201
C -2.7963 0.2014 0.5314 0.017
N 1.4098 1.3149 0.7725 0.198
N -1.8356 -0.4711 1.5177 -0.061
O -0.0817 0.6809 -1.4433 0.061
H 4.8911 1.7921 -2.0688 0.127
H 3.5797 0.5041 -3.8108 0.103
H 4.0105 1.8438 0.1465 0.130
H 1.2479 0.1082 -3.5508 0.125
H -1.0256 -3.5271 0.7762 0.095
H -3.0862 -2.3477 1.3097 0.152
H -0.4955 1.7106 1.4264 0.145
H 0.8381 -1.9225 2.0006 0.148
H 0.8775 -1.8330 0.3056 0.139
H -2.2283 0.9362 -0.1026 0.096
H -3.2128 -0.5976 -0.1265 0.111
H -3.5487 0.8910 1.1308 0.145
H -2.2950 -0.0511 2.3874 0.216
```

## Properties
- net charge = +1
- E (eV) = -17671.7062
- SMILES string = C[N@H+]1C=CC/C1=C\N=C1\C=CC=CC1=O
- multiplicity = 1

---

Entry from the Open Molecules 2025 dataset: 2 unconnected molecules or ions with the total composition C12H13N2O3 (ωB97M-V with the def2-TZVPD basis set).

```
30
Properties=species:S:1:pos:R:3:lowdin_charge:R:1
C 2.5948 -4.0738 1.7394 -0.122
C 1.2660 -3.8406 2.1230 -0.096
C 0.5527 -2.7673 1.5713 -0.017
C 1.1794 -1.9344 0.6295 -0.240
N 0.4523 -0.8354 0.0869 0.166
C 0.6049 -0.3590 -1.0424 -0.310
O 1.0079 -0.1913 -2.1520 0.097
C 2.5038 -2.1807 0.2294 -0.034
C 3.2077 -3.2434 0.7949 -0.108
H 3.1538 -4.9032 2.1769 0.089
H 0.7758 -4.4828 2.8543 0.095
H -0.4794 -2.5399 1.8267 0.117
H 2.9484 -1.5264 -0.5180 0.108
H 4.2379 -3.4094 0.4874 0.093
O -2.4595 0.0109 0.5291 -0.052
C -2.9946 0.5762 -0.4339 -0.729
C -2.2368 1.8105 -0.9272 -0.282
C -2.0168 2.9102 0.1608 -0.129
C -0.6480 3.5055 -0.1857 -0.182
C -0.1440 2.6736 -1.3828 -0.206
N -0.8894 1.4135 -1.2899 -0.044
O -4.0171 0.4271 -1.1351 -0.077
H -2.7210 2.2434 -1.8247 0.137
H -2.8420 3.6368 0.1715 0.106
H -1.9577 2.3963 1.1349 0.108
H -0.6768 4.5818 -0.4028 0.094
H 0.0059 3.3854 0.6820 0.095
H -0.4137 3.1852 -2.3186 0.107
H 0.9367 2.5510 -1.3718 0.099
H -0.9314 0.9801 -2.2130 0.115
```

## Properties
- net charge = -1
- E (eV) = -21778.4637
- multiplicity = 1

---

Entry from the Open Molecules 2025 dataset: a single C12H13N2P molecule (ωB97M-V with the def2-TZVPD basis set).

```
28
Properties=species:S:1:pos:R:3:lowdin_charge:R:1
C 0.3571 -3.9069 1.0520 -0.089
C -1.8068 1.9696 -2.3371 -0.111
C -0.3802 -3.0285 1.8095 -0.098
C 1.3353 -3.4102 0.1360 -0.103
C -2.2076 1.0119 -1.4734 -0.099
C -0.5618 2.5985 -2.2759 -0.055
C -0.2198 -1.6221 1.6840 -0.125
C 1.6351 -2.0934 0.1688 -0.109
C -1.2184 0.6051 -0.5632 -0.118
C 0.3664 2.2328 -1.3464 -0.346
C 0.8450 -1.1799 0.9519 -0.428
C 0.0366 1.1394 -0.4963 -0.296
N 1.4771 3.0191 -1.0654 0.068
N 0.2099 1.1108 2.2650 -0.229
P 1.1703 0.5925 0.9027 0.937
H 0.2608 -4.9815 1.4210 0.124
H -2.4355 2.2159 -3.2295 0.120
H -1.2189 -3.4035 2.3417 0.085
H 2.0624 -4.0875 -0.2221 0.087
H -3.2658 0.7372 -1.2778 0.117
H -0.4091 3.4503 -2.8474 0.087
H -1.0030 -0.8333 1.9650 0.113
H 2.3923 -1.7272 -0.5723 0.116
H -1.4297 -0.2504 0.0232 0.072
H 1.6004 3.8499 -1.5635 0.055
H 2.3381 2.6802 -0.4508 0.121
H -0.6357 1.5133 1.9665 -0.010
H 0.7054 1.7981 3.0338 0.114
```

## Properties
- net charge = 0
- E (eV) = -24922.4096
- SMILES string = Nc1ccccc1P(N)c1ccccc1
- multiplicity = 1

---

Entry from the Open Molecules 2025 dataset: a molecular structure, C12H13N3O2S3 (ωB97M-V with the def2-TZVPD basis set).

```
33
Properties=species:S:1:pos:R:3:lowdin_charge:R:1
C 0.9541 -1.5037 5.3149 -0.092
H 1.4112 -1.2738 6.2759 0.093
O 1.8317 -0.9889 4.3434 -0.086
C 1.5094 -1.1371 3.0299 -0.281
C 0.3636 -1.7664 2.5547 -0.021
C 0.1413 -1.8577 1.1925 -0.020
C 1.0493 -1.3292 0.2839 -0.220
C 2.1972 -0.6980 0.7564 0.001
C 2.4184 -0.6059 2.1127 0.009
H 3.3024 -0.1197 2.4927 0.120
H 2.9052 -0.2828 0.0595 0.104
N 0.7543 -1.4554 -1.0828 0.105
C 1.4282 -0.9619 -2.1421 -0.597
O 2.4738 -0.3544 -2.1147 0.055
C 0.7586 -1.2658 -3.4887 -0.377
H 1.1102 -0.5441 -4.2273 0.082
H 1.0430 -2.2677 -3.8150 0.092
S -1.0633 -1.2696 -3.4599 0.952
C -1.3638 0.3540 -2.9644 -0.891
N -2.5516 0.8021 -2.7169 -0.010
C -2.4734 2.1035 -2.3676 -0.856
N -1.2952 2.6737 -2.3293 -0.325
S -0.1364 1.6006 -2.7421 1.039
S -3.9213 2.9622 -1.9803 0.909
C -3.2022 4.5890 -1.6146 -0.392
H -4.0278 5.2398 -1.3475 0.030
H -2.6903 4.9575 -2.4974 0.034
H -2.5042 4.4917 -0.7896 0.034
H -0.1132 -1.9415 -1.2811 0.100
H -0.7545 -2.3463 0.8347 0.114
H -0.3643 -2.1878 3.2294 0.103
H 0.8400 -2.5885 5.2200 0.095
H -0.0305 -1.0279 5.2607 0.095
```

## Properties
- net charge = 0
- E (eV) = -53726.2172
- multiplicity = 1

---

Sequential HOMO-LUMO gap output: 6.93, 7.14, 8.94, 8.59 eV
Sequential lowest unoccupied orbital energy output: -4.933, 3.093, 0.988, 0.453 eV
Sequential energy relative to the best compared isomer or geometry (same formula, charge and spin) output: 116.6, 0.0, 0.0, 0.0 kcal per mole